Molecular formula: C74H169N11O11
Method: DFT, the ωB97M-V functional and the def2-TZVPD basis

The geometry in ORCA input format:
```
! wB97M-V def2-TZVPD RIJCOSX def2/J DEFGRID3
* xyz 0 1
C 7.21707 -0.79840 2.86168
C 6.13387 -1.62761 2.16458
C 4.78742 -0.97521 2.52044
C 6.30749 -1.62327 0.66520
C 5.51297 -2.63966 -0.16146
C 5.81931 -4.03440 0.44004
C 5.48319 -4.14837 1.94628
C 3.94432 -4.16357 2.13258
C 6.01265 -5.44683 2.51541
N 6.24033 -3.05204 2.65592
O 6.04643 -3.14651 4.03055
H 7.00634 -0.71583 3.91476
H 8.22892 -1.20066 2.69705
H 7.17041 0.14272 2.32745
H 3.90312 -1.40253 2.02120
H 4.62041 -1.04347 3.60814
H 4.81811 0.07343 2.21918
H 6.02868 -0.64856 0.28308
H 7.39239 -1.75617 0.50558
H 4.47460 -2.35368 -0.23171
H 5.87827 -2.59593 -1.21751
H 6.87320 -4.18619 0.24167
H 5.27632 -4.92328 -0.00913
H 3.54189 -5.19249 2.17579
H 3.46035 -3.58584 1.32106
H 3.63074 -3.71454 3.08759
H 5.70665 -6.33849 1.93595
H 5.70386 -5.70065 3.54501
H 7.11385 -5.36197 2.56493
H 5.20202 -2.77045 4.30933
C -0.02924 -3.51697 -4.87534
C -0.97458 -4.52319 -5.46791
C -1.25980 -4.05674 -6.86511
C -0.31810 -5.93074 -5.62466
C -0.31415 -6.86986 -4.43572
C -1.77464 -6.93970 -3.93923
C -2.35542 -5.52639 -3.54832
C -3.81995 -5.77024 -3.17775
C -1.58496 -5.00475 -2.29992
N -2.24996 -4.73126 -4.73695
O -2.98767 -3.51130 -4.69566
H -0.45330 -2.50594 -4.86918
H 0.33200 -3.73093 -3.87740
H 0.87917 -3.56709 -5.47918
H -0.25683 -3.85335 -7.30492
H -1.89885 -4.74356 -7.46146
H -1.77456 -3.11038 -6.77694
H -0.86472 -6.41831 -6.41318
H 0.69887 -5.79285 -6.00473
H 0.10004 -7.83732 -4.69470
H 0.31690 -6.39714 -3.67477
H -1.82821 -7.48849 -2.99682
H -2.43994 -7.34453 -4.70155
H -4.31932 -6.16997 -4.06273
H -4.34896 -4.82255 -2.96235
H -3.91749 -6.52851 -2.37621
H -0.51599 -4.72819 -2.49503
H -1.60015 -5.81177 -1.54708
H -2.07596 -4.19222 -1.81667
H -2.49592 -2.80936 -4.27402
C -2.88271 0.91541 -3.41063
C -3.10227 2.45080 -3.18395
C -4.51838 2.72393 -2.84867
C -2.21167 2.86075 -1.98266
C -2.14134 4.34532 -1.86849
C -1.67574 4.91858 -3.15863
C -2.52776 4.55986 -4.41621
C -3.82529 5.30774 -4.46755
C -1.73100 4.97485 -5.62777
N -2.58348 3.12497 -4.39724
O -3.27597 2.64727 -5.54913
H -1.81621 0.78514 -3.40025
H -3.36626 0.31811 -2.62582
H -3.25359 0.63274 -4.39126
H -5.30161 2.59238 -3.55847
H -4.83362 1.96792 -2.06298
H -4.72199 3.64667 -2.25353
H -2.67997 2.46127 -1.10773
H -1.19331 2.48983 -2.16078
H -3.13485 4.65826 -1.55781
H -1.38257 4.58113 -1.09301
H -0.67332 4.60048 -3.38095
H -1.65418 6.00543 -3.00347
H -3.61315 6.26130 -4.93080
H -4.41221 5.43159 -3.57411
H -4.53431 4.82447 -5.16843
H -1.26674 5.98437 -5.56016
H -2.22481 4.94344 -6.61070
H -0.87202 4.28417 -5.74855
H -2.52345 2.21990 -6.02772
C -4.63941 6.46223 5.45614
C -4.07435 5.05195 5.24505
C -3.35276 4.65773 6.54536
C -5.14579 3.99355 4.90473
C -5.69329 3.99249 3.49991
C -4.49574 3.87244 2.54639
C -3.51972 5.02347 2.73814
C -2.27765 4.68000 1.97185
C -3.98691 6.32547 2.16181
N -3.03246 4.95639 4.18742
O -2.07280 6.03574 4.44603
H -3.92910 7.26725 5.53601
H -5.39405 6.81551 4.76476
H -5.21589 6.35578 6.39902
H -2.87264 5.59807 6.94932
H -4.11569 4.38968 7.30445
H -2.61878 3.87364 6.28552
H -4.58939 3.08157 5.07785
H -5.94244 4.12612 5.63801
H -6.41150 3.15324 3.36228
H -6.28177 4.88545 3.28324
H -4.85930 3.82963 1.53752
H -3.95319 2.93722 2.76740
H -2.48885 4.43496 0.90340
H -1.92052 3.74534 2.31023
H -1.56595 5.45245 2.01645
H -3.34966 7.15737 2.40114
H -4.97861 6.58227 2.50683
H -3.96855 6.24166 1.07143
H -1.22226 5.60214 4.38048
C 4.76792 2.31382 0.41955
C 4.48521 3.38878 1.52320
C 5.16306 2.82583 2.75527
C 5.21480 4.69366 1.19999
C 4.51173 5.54214 0.15117
C 3.06106 5.80262 0.58791
C 2.28745 4.47678 0.83075
C 0.91513 4.77964 1.37057
C 2.02272 3.76777 -0.55360
N 3.11528 3.77014 1.83216
O 2.41973 2.57754 2.13456
H 4.24020 1.38834 0.64598
H 4.59047 2.52822 -0.65118
H 5.82532 1.98409 0.37388
H 4.66370 1.94158 3.10117
H 6.21041 2.54073 2.45945
H 5.21068 3.53239 3.62980
H 5.36187 5.27787 2.10821
H 6.25654 4.51059 0.95588
H 5.10613 6.46745 0.06962
H 4.61354 5.08441 -0.84496
H 2.46305 6.33849 -0.12687
H 3.11750 6.21572 1.61527
H 0.27435 5.44542 0.73428
H 1.07136 5.36060 2.33158
H 0.45498 3.83387 1.62442
H 1.88222 2.67753 -0.51104
H 2.85244 3.87373 -1.25673
H 1.16311 4.18570 -1.09085
H 2.40913 2.37877 3.06688
C -1.03305 1.06526 1.12206
C -0.47064 -0.21888 0.43955
C -0.40323 -1.40305 1.47373
C -1.44551 -0.61110 -0.63786
C -0.96366 -1.56572 -1.71715
C 0.42514 -1.07836 -2.18487
C 1.39513 -0.90189 -1.06034
C 1.85431 -2.24085 -0.46496
C 2.60467 -0.13963 -1.63019
N 0.83491 0.10555 -0.08192
O 1.71820 0.13001 1.01660
H -0.88130 1.21500 2.21063
H -0.68552 1.96372 0.64082
H -2.11259 1.08838 1.02284
H 0.42024 -1.27841 2.21216
H -1.35918 -1.44733 1.99701
H -0.17296 -2.38654 1.02743
H -2.32221 -1.04926 -0.08340
H -1.74407 0.31629 -1.08575
H -0.91691 -2.64329 -1.43956
H -1.64390 -1.50625 -2.57273
H 0.24316 -0.07908 -2.62321
H 0.79217 -1.70896 -2.95454
H 2.19749 -2.25578 0.56615
H 2.70946 -2.56386 -1.09954
H 1.14981 -3.04054 -0.55374
H 3.36797 -0.09310 -0.84660
H 2.34269 0.85857 -1.92512
H 3.06125 -0.58731 -2.55473
H 1.80508 1.08977 1.22513
C 3.78195 -8.24874 -4.17010
O 3.13329 -6.98955 -4.07007
C 4.04317 -5.91985 -4.02291
C 3.20062 -4.67616 -3.70917
C 4.05797 -3.42290 -3.53739
N 2.37419 -4.88515 -2.51525
H 4.23148 -8.34561 -5.16503
H 3.03176 -8.98825 -3.98903
H 4.57701 -8.29553 -3.36525
H 4.78198 -6.05619 -3.19823
H 4.60280 -5.75307 -4.93518
H 2.47211 -4.58516 -4.53222
H 4.72488 -3.18361 -4.38480
H 4.70288 -3.54078 -2.66501
H 3.35824 -2.56712 -3.44996
H 2.97761 -4.94190 -1.71913
H 1.99132 -5.83102 -2.59657
C 0.53140 -4.02850 3.53438
O -0.53419 -4.35688 2.68493
C -1.79023 -4.05908 3.25867
C -2.97957 -4.78628 2.52544
C -2.91671 -4.51587 1.04157
N -4.27185 -4.30739 3.10489
H 0.41725 -4.62196 4.52609
H 0.55567 -2.97437 3.84961
H 1.41983 -4.32359 3.01609
H -1.78831 -4.44521 4.32181
H -1.92301 -2.98102 3.32444
H -2.86980 -5.87986 2.72108
H -3.72960 -4.90903 0.41722
H -2.00232 -4.89354 0.62253
H -2.90349 -3.43414 0.75606
H -4.98590 -4.43038 2.37352
H -4.55856 -4.86616 3.91778
C 0.80773 2.82491 9.17098
O 1.32976 3.06054 7.77385
C 0.37593 2.77812 6.88497
C 0.84161 2.94275 5.45412
C -0.32796 2.55362 4.57629
N 2.04768 2.12065 5.07012
H 1.65968 2.60497 9.76392
H 0.05778 1.99468 9.10231
H 0.34024 3.76534 9.54943
H -0.01575 1.78414 7.03899
H -0.53480 3.41629 6.98308
H 1.12392 4.02073 5.34128
H -1.03726 3.36981 4.43378
H -0.82025 1.68194 5.05425
H 0.02610 2.32341 3.55755
H 2.72376 2.05908 5.82836
H 1.74775 1.18158 4.90476
C 2.69064 -1.35314 -6.71258
O 1.52117 -0.48289 -6.75596
C 1.67795 0.39194 -5.66416
C 0.79455 1.60000 -5.85146
C 0.88301 2.35627 -4.56823
N -0.54239 1.10131 -6.22394
H 3.61926 -0.77724 -6.94709
H 2.43090 -2.15070 -7.39342
H 2.69610 -1.85666 -5.76941
H 1.34976 -0.14936 -4.75811
H 2.71086 0.73943 -5.58225
H 1.12530 2.18634 -6.70586
H 1.91715 2.58914 -4.33210
H 0.53786 1.74943 -3.73341
H 0.41178 3.33557 -4.53040
H -0.84615 0.35765 -5.59833
H -0.41049 0.65085 -7.07401
C -7.79535 0.61165 4.25085
O -7.53537 -0.11416 3.09135
C -6.36936 -0.90146 3.27800
C -5.12390 -0.14332 2.74555
C -5.27963 0.46196 1.39132
N -3.92826 -1.07072 2.75210
H -8.13403 -0.02904 5.05430
H -8.59233 1.25972 3.95258
H -6.88592 1.11794 4.63339
H -6.20120 -1.13107 4.36328
H -6.54229 -1.82011 2.71597
H -4.77262 0.65119 3.43914
H -5.68232 -0.26198 0.67711
H -4.31871 0.84676 0.99646
H -6.01368 1.30870 1.51509
H -4.13171 -2.08012 2.70679
H -3.31921 -0.90514 3.56833
*
```

Properties
- SMILES: CC1(C)CCCC(C)(C)N1O.CC1(C)CCCC(C)(C)N1O.CC1(C)CCCC(C)(C)N1O.CC1(C)CCCC(C)(C)N1O.CC1(C)CCCC(C)(C)N1O.CC1(C)CCCC(C)(C)N1O.COC[C@H](C)N.COC[C@H](C)N.COC[C@H](C)N.COC[C@H](C)N.COC[C@H](C)N
- HOMO: -8.16 eV
- Maximum force: 4.03 eV/Å
- DFT total energy: -4350.474607 hartree
- LUMO level: 0.36 eV
- Kohn-Sham gap: 8.52 eV

Here are the Mulliken charges for atoms 1 to 99, given in e: number 1, C, carries -2.043; number 2, C, carries 2.317; number 3, C, carries -0.357; number 4, C, carries -2.027; number 5, C, carries 0.987; number 6, C, carries -1.516; number 7, C, carries 2.300; number 8, C, carries -1.383; number 9, C, carries -2.187; number 10, N, carries 0.127; number 11, O, carries -0.526; number 12, H, carries 0.371; number 13, H, carries 0.463; number 14, H, carries 0.361; number 15, H, carries -0.318; number 16, H, carries 0.805; number 17, H, carries -0.954; number 18, H, carries 0.294; number 19, H, carries 0.384; number 20, H, carries -0.649; number 21, H, carries 0.617; number 22, H, carries 0.503; number 23, H, carries 0.097; number 24, H, carries 0.515; number 25, H, carries 0.030; number 26, H, carries 0.194; number 27, H, carries 0.406; number 28, H, carries 0.324; number 29, H, carries 0.497; number 30, H, carries 0.354; number 31, C, carries -0.362; number 32, C, carries 1.536; number 33, C, carries -1.955; number 34, C, carries -1.814; number 35, C, carries 0.836; number 36, C, carries -1.746; number 37, C, carries 1.920; number 38, C, carries -2.132; number 39, C, carries -0.908; number 40, N, carries 0.415; number 41, O, carries -0.582; number 42, H, carries 0.191; number 43, H, carries -0.495; number 44, H, carries 0.400; number 45, H, carries 0.276; number 46, H, carries 0.448; number 47, H, carries 0.354; number 48, H, carries 0.573; number 49, H, carries 0.475; number 50, H, carries 0.468; number 51, H, carries -0.708; number 52, H, carries 0.538; number 53, H, carries 0.346; number 54, H, carries 0.553; number 55, H, carries 0.316; number 56, H, carries 0.315; number 57, H, carries -0.728; number 58, H, carries 0.746; number 59, H, carries 0.594; number 60, H, carries 0.362; number 61, C, carries -1.541; number 62, C, carries 1.333; number 63, C, carries -1.722; number 64, C, carries 0.472; number 65, C, carries 0.209; number 66, C, carries -1.573; number 67, C, carries 1.534; number 68, C, carries -2.107; number 69, C, carries -1.616; number 70, N, carries 1.434; number 71, O, carries -0.657; number 72, H, carries -0.299; number 73, H, carries 0.302; number 74, H, carries 0.912; number 75, H, carries 0.338; number 76, H, carries 0.254; number 77, H, carries 0.240; number 78, H, carries -0.191; number 79, H, carries -0.281; number 80, H, carries 0.619; number 81, H, carries -0.579; number 82, H, carries 0.064; number 83, H, carries 0.624; number 84, H, carries 0.518; number 85, H, carries 0.293; number 86, H, carries 0.362; number 87, H, carries 0.369; number 88, H, carries 0.394; number 89, H, carries 0.123; number 90, H, carries 0.394; number 91, C, carries -1.886; number 92, C, carries 1.799; number 93, C, carries -1.486; number 94, C, carries -1.665; number 95, C, carries -0.756; number 96, C, carries -1.344; number 97, C, carries 2.765; number 98, C, carries -1.166; number 99, C, carries -2.062